Entry 1:
# C5H8O

A single C5H8O molecule at a distorted geometry (ωB97M-V with the def2-TZVPD basis set, the Open Molecules 2025 dataset).

Last column: Mulliken charge in e.
Positions of all 14 atoms, in Å:
H (2.785, 0.407, 0.624)  0.3139
C (-1.366, 0.500, -0.315)  -0.4351
H (0.860, -0.149, -1.436)  0.0657
C (1.823, -0.063, 0.374)  -0.0382
C (1.848, -0.467, -1.121)  -0.6069
H (-1.228, -0.552, 1.601)  0.3538
H (1.763, -1.544, -1.180)  0.2935
C (0.713, 0.050, 1.236)  -0.2174
H (-1.360, 1.534, -0.124)  0.3576
H (0.937, 0.443, 2.260)  0.2986
C (-0.535, -0.149, 0.857)  -0.2170
O (-2.589, 0.037, -0.652)  -0.7132
H (-0.785, 0.427, -1.253)  0.2338
H (2.843, -0.091, -1.476)  0.3108

LUMO = -2.176 eV
Energy above the lowest of the compared OMol25 structures with the same formula, charge and spin = 146.44 kcal per mole
E_HOMO = -7.469 eV
DFT total energy = -7355.905 eV
Gap between HOMO and LUMO = 5.3 eV

---

Entry 2:
# C2H2ClFO2

2 unconnected molecules or ions with the total composition C2H2ClFO2 at a distorted geometry (ωB97M-V with the def2-TZVPD basis set, the Open Molecules 2025 dataset).

Last column: Mulliken charge in e.
Positions of all 8 atoms, in Å:
C (-0.766, -0.136, -0.583)  0.4779
C (0.060, 1.037, -0.486)  -0.0592
F (-0.023, 1.862, 0.514)  -0.1743
H (1.123, -1.463, 1.669)  0.3313
H (0.855, 1.237, -1.194)  0.3921
O (-0.804, -0.904, -1.495)  -0.4393
Cl (-1.844, -0.304, 0.815)  -0.1846
O (1.401, -1.329, 0.760)  -0.3439

LUMO (alpha / beta) = -1.615 / -2.335 eV
Energy above the lowest of the compared OMol25 structures with the same formula, charge and spin = 98.06 kcal per mole
E_HOMO (alpha / beta) = -11.055 / -9.818 eV
DFT total energy = -21437.105 eV
Gap between HOMO and LUMO (alpha / beta) = 9.4 / 7.5 eV

---

Entry 3:
# C4H4N2S

A single C4H4N2S molecule at a distorted geometry (ωB97M-V with the def2-TZVPD basis set, the Open Molecules 2025 dataset).

Last column: Mulliken charge in e.
Positions of all 11 atoms, in Å:
N (-1.809, 0.381, 0.125)  -0.6029
S (1.845, -0.439, 0.068)  -0.2863
C (-1.690, -1.025, 0.039)  0.0651
H (0.432, 2.383, 0.967)  0.2755
H (-2.681, -1.614, 0.053)  0.3447
C (-0.023, 2.224, -0.062)  -1.0423
H (0.965, 2.332, -0.668)  0.2842
C (-0.530, 0.792, -0.023)  0.7512
C (0.338, -0.456, -0.163)  0.3528
H (-0.645, 3.060, -0.317)  0.3419
N (-0.500, -1.574, -0.107)  -0.4840

LUMO = -1.940 eV
Energy above the lowest of the compared OMol25 structures with the same formula, charge and spin = 46.96 kcal per mole
E_HOMO = -9.381 eV
SMILES = CC1=NC=NC1=S
DFT total energy = -18026.205 eV
Gap between HOMO and LUMO = 7.4 eV

---

Repeat the first record exactly.
# C5H8O

A single C5H8O molecule at a distorted geometry (ωB97M-V with the def2-TZVPD basis set, the Open Molecules 2025 dataset).

Last column: Mulliken charge in e.
Positions of all 14 atoms, in Å:
H (2.785, 0.407, 0.624)  0.3139
C (-1.366, 0.500, -0.315)  -0.4351
H (0.860, -0.149, -1.436)  0.0657
C (1.823, -0.063, 0.374)  -0.0382
C (1.848, -0.467, -1.121)  -0.6069
H (-1.228, -0.552, 1.601)  0.3538
H (1.763, -1.544, -1.180)  0.2935
C (0.713, 0.050, 1.236)  -0.2174
H (-1.360, 1.534, -0.124)  0.3576
H (0.937, 0.443, 2.260)  0.2986
C (-0.535, -0.149, 0.857)  -0.2170
O (-2.589, 0.037, -0.652)  -0.7132
H (-0.785, 0.427, -1.253)  0.2338
H (2.843, -0.091, -1.476)  0.3108

LUMO = -2.176 eV
Energy above the lowest of the compared OMol25 structures with the same formula, charge and spin = 146.44 kcal per mole
E_HOMO = -7.469 eV
DFT total energy = -7355.905 eV
Gap between HOMO and LUMO = 5.3 eV

---

Which value of energy above the lowest of the compared OMol25 structures with the same formula, charge and spin does entry 1 give?
146.44 kcal per mole

---

Which formula does entry 3 have?
C4H4N2S